One molecule with the formula C3H3NO3S. Source: OMol25; level of theory: ωB97M-V/def2-TZVPD.

Last column: Mulliken charge in e.
Geometry (Å):
C: -2.4110 -2.4870 -1.8220  0.40
C: -2.0406 -1.6209 -0.7649  0.15
C: 0.5110 -0.3645 -0.3397  -0.83
N: -2.5713 -2.9462 -2.8642  -0.38
O: -2.4313 -1.5859 0.3541  -0.36
O: -0.5174 -0.8016 -2.7247  -0.53
O: -1.6385 0.8587 -1.3139  -0.53
S: -0.8846 -0.3390 -1.4567  1.07
H: 1.0589 0.6190 -0.2853  0.31
H: -0.0722 -0.4684 0.5617  0.32
H: 0.9870 -1.1586 -0.8458  0.37

HOMO level (spin up / spin down), eV: -8.21 / -12.03
Frontier orbital gap (spin up / spin down), eV: 8.54 / 7.64
⟨S²⟩: 2.017
2S+1: 3

=====

C4H11MnO2 as an isolated structure. Source: OMol25; level of theory: ωB97M-V/def2-TZVPD.

Last column: Mulliken charge in e.
Geometry (Å):
H: -4.2087 -2.1605 0.2545  0.30
C: -3.1624 -1.6641 0.0870  -0.94
H: -2.8332 -2.1270 -0.8513  0.17
H: -2.6103 -2.0018 0.9725  0.21
H: -3.4234 -0.5995 0.0494  0.23
O: -0.7567 -0.5098 -0.3495  -0.66
C: -0.3327 0.3039 0.7062  -0.21
C: 1.1747 0.5275 0.6655  -0.42
O: 1.5287 0.8496 -0.6945  -0.40
C: 2.8767 1.2749 -0.8714  -0.69
Mn: 0.3153 -0.1663 -1.8314  1.21
H: -0.5671 -0.1408 1.6898  0.34
H: -0.8408 1.2871 0.6741  0.30
H: 1.7258 -0.3820 0.9528  0.33
H: 1.4768 1.3585 1.3184  0.36
H: 3.0361 1.4268 -1.9435  0.29
H: 3.0357 2.2179 -0.3331  0.26
H: 3.5655 0.5056 -0.4954  0.34

HOMO level (spin up / spin down), eV: -13.67 / -14.00
Frontier orbital gap (spin up / spin down), eV: 7.86 / 8.04
⟨S²⟩: 8.757
2S+1: 6
Net charge: +1

=====

| no. | calculated total energy (eV) | molecular weight (g/mol) | maximum force (eV Å⁻¹) |
| --- | --- | --- | --- |
| 1 | -21621.6223 | 133.13 | 5.45 |
| 2 | -39732.8082 | 146.07 | 3.73 |